(1)
The following is a quantum chemistry calculation of C39H37N6O3V as an isolated structure at a distorted geometry, from the OMol25 dataset.

```
86
C39H37N6O3V | the OMol25 dataset | ωB97M-V/def2-TZVPD
V 1.498 -0.714 0.172
C 4.153 -2.392 -1.258
C 4.535 -1.187 -0.460
C 5.824 -0.663 -0.528
C 6.116 0.525 0.116
C 5.139 1.125 0.900
C 3.906 0.514 0.993
N 3.590 -0.599 0.281
C 2.888 0.829 2.004
C 3.075 1.583 3.149
C 2.227 1.371 4.229
C 1.335 0.307 4.188
C 1.182 -0.392 3.002
N 1.833 -0.001 1.891
C 0.524 -1.694 2.813
C -0.326 -2.287 3.834
C -0.856 -3.495 3.650
C -0.718 -4.216 2.352
C 0.187 -3.476 1.322
C 1.064 -4.401 0.501
N 0.912 -2.309 1.739
H 5.005 -3.058 -1.374
H 3.830 -2.087 -2.258
H 3.342 -2.935 -0.775
H 6.576 -1.184 -1.105
H 7.097 0.971 0.020
H 5.345 2.041 1.436
H 3.906 2.270 3.227
H 2.338 1.957 5.131
H 0.797 0.009 5.076
H -0.466 -1.758 4.767
H -1.403 -3.989 4.443
H -0.454 -5.259 2.532
H 1.839 -4.853 1.120
H 1.529 -3.831 -0.306
H 0.466 -5.196 0.057
C -2.652 4.243 -0.675
O -2.580 2.835 -0.856
C -3.568 2.233 -1.567
C -4.600 2.944 -2.168
C -5.607 2.290 -2.858
C -5.598 0.911 -2.961
C -4.580 0.192 -2.364
C -3.555 0.826 -1.670
N -2.620 -0.032 -1.013
C -1.269 0.071 -0.904
N -0.711 0.884 -1.786
C 0.605 1.287 -1.992
C 1.713 0.721 -1.356
C 2.949 1.200 -1.844
C 3.061 2.173 -2.815
C 1.936 2.750 -3.388
C 0.702 2.289 -2.990
O -0.484 2.714 -3.491
C -0.470 3.607 -4.599
N -0.560 -0.688 -0.034
C -1.400 -1.554 0.760
C -1.107 -3.012 0.549
C -1.939 -4.015 1.390
C -3.171 -3.469 2.028
C -3.350 -2.160 2.140
C -2.405 -1.180 1.594
O -2.759 0.059 1.991
C -1.839 1.140 2.028
H -1.769 4.511 -0.099
H -3.550 4.524 -0.121
H -2.629 4.769 -1.631
H -4.635 4.020 -2.072
H -6.409 2.867 -3.297
H -6.382 0.395 -3.497
H -4.565 -0.890 -2.433
H -3.027 -0.879 -0.656
H -1.354 1.345 -2.418
H 3.884 0.804 -1.485
H 4.044 2.490 -3.139
H 2.031 3.529 -4.131
H -1.507 3.725 -4.897
H 0.100 3.193 -5.433
H -0.059 4.579 -4.320
H -1.046 -3.217 -0.524
H -2.161 -4.927 0.838
H -3.880 -4.169 2.454
H -4.203 -1.734 2.654
H -2.229 1.823 2.780
H -1.782 1.655 1.073
H -0.850 0.802 2.323
```

Kohn-Sham gap (spin up / spin down) = 6.190 / 5.701 eV
Total charge = +2
Energy relative to the best compared isomer or geometry (same formula, charge and spin) = 9.0 kcal/mol
Expectation value of S² = 2.021
2S+1 = 3

Atomic charges from the Mulliken analysis, expressed in e, are listed below:
1 V -0.57
2 C -1.54
3 C 0.93
4 C -0.72
5 C -0.76
6 C -0.88
7 C 1.54
8 N 0.45
9 C -0.33
10 C -0.94
11 C -1.04
12 C -0.69
13 C -0.75
14 N 0.89
15 C 2.60
16 C -1.46
17 C -1.00
18 C -0.38
19 C 0.98
20 C -1.45
21 N -0.40
22 H 0.52
23 H 0.33
24 H 0.14
25 H 0.51
26 H 0.49
27 H 0.48
28 H 0.43
29 H 0.49
30 H 0.50
31 H 0.42
32 H 0.44
33 H 0.63
34 H 0.38
35 H 0.31
36 H 0.46
37 C -1.18
38 O 0.00
39 C 1.07
40 C -0.93
41 C -0.83
42 C -0.85
43 C -0.67
44 C 0.25
45 N 0.34
46 C -0.05
47 N 0.12
48 C -0.37
49 C 0.94
50 C -0.29
51 C -1.55
52 C -0.46
53 C 1.13
54 O -0.39
55 C -1.10
56 N 1.01
57 C -0.97
58 C -1.08
59 C -0.19
60 C -1.31
61 C -0.71
62 C 1.34
63 O -0.50
64 C 0.11
65 H 0.25
66 H 0.42
67 H 0.40
68 H 0.48
69 H 0.44
70 H 0.42
71 H 0.48
72 H 0.39
73 H 0.22
74 H 0.23
75 H 0.46
76 H 0.51
77 H 0.27
78 H 0.45
79 H 0.39
80 H 0.56
81 H 0.57
82 H 0.46
83 H 0.58
84 H 0.46
85 H -0.17
86 H -0.19



(2)
The following is a quantum chemistry calculation of C39H38BrClN5O2PSW as an isolated structure at a distorted geometry, from the OMol25 dataset.

```
89
C39H38BrClN5O2PSW | the OMol25 dataset | ωB97M-V/def2-TZVPD
W 0.283 0.263 0.679
S 1.548 1.649 -0.867
C 2.517 1.985 0.530
C 3.713 2.644 0.478
C 4.562 2.721 1.545
C 4.108 2.067 2.722
C 2.934 1.378 2.743
N 2.107 1.346 1.624
H 4.040 3.081 -0.526
H 5.595 3.040 1.388
H 4.778 1.967 3.596
H 2.545 0.988 3.652
N 0.745 -0.810 2.596
C 0.064 -0.412 3.901
C -1.172 -1.262 4.147
C -2.086 -1.333 2.997
C -1.650 -2.223 1.860
N -1.022 -1.586 0.641
H 0.499 -1.749 2.447
H 1.749 -0.814 2.690
H -0.155 0.702 3.902
H 0.766 -0.567 4.739
H -1.669 -0.930 5.039
H -0.776 -2.305 4.380
H -2.302 -0.347 2.585
H -2.969 -1.922 3.390
H -2.533 -2.802 1.424
H -0.921 -2.939 2.267
H -1.770 -1.408 -0.038
H -0.422 -2.334 0.192
Cl 2.073 -1.203 -2.530
C 0.732 -2.226 -2.478
C 0.979 -3.547 -2.689
C -0.045 -4.477 -2.716
C -1.349 -4.057 -2.463
C -1.547 -2.708 -2.170
C -0.513 -1.745 -2.144
P -0.872 0.003 -1.804
C -2.764 0.215 -1.639
C -3.339 0.932 -0.635
C -4.687 1.292 -0.772
C -5.421 0.862 -1.841
C -4.788 0.143 -2.870
C -3.456 -0.160 -2.793
C -0.495 1.032 -3.207
C -0.979 2.317 -2.992
C -0.942 3.268 -4.016
C -0.297 2.925 -5.233
C 0.184 1.615 -5.353
C 0.044 0.642 -4.397
H 2.033 -3.899 -2.744
H 0.032 -5.526 -2.934
H -2.181 -4.757 -2.481
H -2.505 -2.320 -1.937
H -2.747 1.337 0.165
H -5.112 1.822 0.041
H -6.463 1.069 -2.024
H -5.449 -0.075 -3.715
H -3.047 -0.854 -3.545
H -1.577 2.516 -2.098
H -1.440 4.274 -3.855
H -0.123 3.554 -6.057
H 0.691 1.294 -6.257
H 0.415 -0.353 -4.652
Br 7.049 -1.012 -0.062
C 5.709 -2.249 0.262
C 6.026 -3.602 0.242
N 5.127 -4.593 0.433
C 3.841 -4.231 0.541
C 3.478 -2.872 0.553
C 4.394 -1.863 0.357
C 2.054 -2.455 0.569
O 1.161 -3.245 0.814
O 1.779 -1.236 0.237
H 7.012 -3.860 -0.093
H 3.037 -4.961 0.648
H 4.148 -0.777 0.145
N -0.725 1.532 1.289
C -1.444 2.638 1.652
C -2.260 2.575 2.785
C -2.868 3.797 3.150
C -2.472 4.996 2.545
C -1.587 5.075 1.454
C -1.115 3.826 1.011
H -2.393 1.688 3.341
H -3.461 3.788 4.062
H -2.899 5.949 2.911
H -1.318 6.033 1.066
H -0.423 3.766 0.198
```

Kohn-Sham gap = 7.368 eV
Total charge = +2
2S+1 = 1

Atomic charges from the Mulliken analysis, expressed in e, are listed below:
1 W 1.49
2 S -0.37
3 C 0.34
4 C -0.29
5 C -0.48
6 C -0.76
7 C -0.45
8 N -0.24
9 H 0.36
10 H 0.44
11 H 0.40
12 H 0.47
13 N -0.42
14 C -0.68
15 C -1.11
16 C -0.09
17 C -1.00
18 N -0.51
19 H 0.05
20 H 0.40
21 H 0.40
22 H 0.47
23 H 0.54
24 H 0.34
25 H -0.15
26 H 0.36
27 H 0.63
28 H 0.48
29 H -0.07
30 H -0.16
31 Cl -0.11
32 C 1.03
33 C -0.73
34 C -0.82
35 C -1.10
36 C -0.32
37 C -0.68
38 P 2.20
39 C 0.71
40 C 1.11
41 C -1.04
42 C -0.84
43 C -0.74
44 C -1.00
45 C 0.75
46 C -0.60
47 C -0.80
48 C -0.84
49 C -0.73
50 C -0.69
51 H 0.43
52 H 0.47
53 H 0.48
54 H 0.65
55 H -0.21
56 H 0.58
57 H 0.45
58 H 0.43
59 H 0.44
60 H 0.41
61 H 0.38
62 H 0.50
63 H 0.43
64 H 0.42
65 Br -0.13
66 C -0.16
67 C -0.24
68 N -0.61
69 C -0.36
70 C 0.09
71 C 0.15
72 C 0.55
73 O -0.72
74 O -0.05
75 H 0.40
76 H 0.52
77 H -0.04
78 N 1.29
79 C 0.68
80 C 0.09
81 C -1.22
82 C -0.38
83 C -1.07
84 C -0.03
85 H 0.49
86 H 0.44
87 H 0.38
88 H 0.49
89 H 0.39